The following is a DFT calculation (wB97M-V/def2-TZVPD) of a single C7H10O2 molecule at a distorted geometry.

Last column: natural (NBO) charge in e.
CARTESIAN COORDINATES (ANGSTROEM)
C (0.467, -1.152, -1.896)  -0.26
C (1.524, 0.140, 1.610)  -0.72
C (-1.046, -0.450, 0.074)  0.27
C (1.059, 0.769, 0.315)  0.61
C (-0.519, 0.862, 0.126)  -0.21
C (-1.892, -1.086, 0.872)  -0.41
C (-1.066, 1.959, -0.409)  -0.30
O (0.109, -1.310, -0.530)  -0.57
O (1.746, 1.627, -0.239)  -0.55
H (-0.357, -1.317, -2.596)  0.17
H (0.898, -0.197, -2.201)  0.18
H (1.202, -1.941, -2.080)  0.20
H (1.034, -0.816, 1.795)  0.23
H (1.339, 0.809, 2.452)  0.24
H (2.599, -0.045, 1.529)  0.24
H (-2.545, -0.537, 1.543)  0.22
H (-1.967, -2.167, 0.857)  0.22
H (-0.488, 2.876, -0.482)  0.22
H (-2.098, 1.977, -0.742)  0.20

Cartesian forces (eV/Å) of the 6 atoms listed first:
-0.2694 -0.4058 -0.6243
0.5153 -1.1749 -0.6570
2.3559 -3.2771 0.2293
-0.8911 4.0558 1.5367
1.7859 1.2030 -2.1260
-0.2493 -0.1286 -0.5531

Computed properties:
* largest force on an atom: 4.428 eV/A
* ΔE to the lowest compared entry with this formula, charge and spin: 271.89 kJ/mol
* Kohn-Sham gap: 9.8 eV
* net charge: 0
* LUMO energy: 0.4 eV
* spin multiplicity: 1

---

The following is a DFT calculation (wB97M-V/def2-TZVPD) of a molecular structure, C3H7NO2 at a distorted geometry.

Last column: natural (NBO) charge in e.
CARTESIAN COORDINATES (ANGSTROEM)
C (0.296, 0.349, -0.097)  0.08
C (-0.778, -1.147, -0.910)  -0.40
N (-0.333, 1.590, -0.243)  -0.84
C (1.197, -0.004, 1.322)  0.50
O (-0.127, -0.584, 1.060)  -0.50
O (2.283, -0.565, 1.221)  -0.61
H (0.997, 0.046, -0.863)  0.27
H (-0.972, 1.650, -1.028)  0.37
H (-0.801, 1.907, 0.596)  0.39
H (0.968, 0.731, 2.116)  0.15
H (-0.097, -1.986, -0.983)  0.21
H (-1.674, -1.345, -0.336)  0.21
H (-0.959, -0.641, -1.854)  0.17

Cartesian forces (eV/Å) of the 6 atoms listed first:
-3.5508 -2.4656 -1.8791
0.7793 1.6423 -1.0438
-0.1402 0.4408 0.2606
0.4174 -1.8166 1.9500
2.8966 1.2665 0.7133
-1.3180 0.3546 -0.0356

Computed properties:
* largest force on an atom: 4.714 eV/A
* ΔE to the lowest compared entry with this formula, charge and spin: 629.92 kJ/mol
* Kohn-Sham gap (alpha / beta): 7.9 / 7.9 eV
* net charge: 0
* LUMO energy (alpha / beta): -0.6 / -0.6 eV
* spin multiplicity: 1

---

The following is a DFT calculation (wB97M-V/def2-TZVPD) of a single C15H20FNO7S molecule.

Last column: natural (NBO) charge in e.
CARTESIAN COORDINATES (ANGSTROEM)
C (-5.288, -1.214, 2.830)  -0.26
O (-4.435, -0.395, 2.024)  -0.52
C (-5.064, 0.634, 1.413)  0.78
O (-6.244, 0.824, 1.524)  -0.57
C (-4.108, 1.459, 0.623)  -0.25
C (-2.745, 1.337, 0.855)  -0.14
C (-1.787, 2.097, 0.200)  0.01
N (-0.422, 1.836, 0.465)  -0.62
C (0.650, 2.665, 0.249)  0.65
O (0.567, 3.850, 0.042)  -0.57
C (2.012, 1.966, 0.410)  0.03
C (2.582, 2.313, 1.780)  -0.42
C (3.917, 1.622, 2.006)  -0.67
S (4.732, 2.097, 3.515)  2.19
C (3.655, 1.529, 4.804)  -0.89
O (5.950, 1.335, 3.599)  -0.95
O (4.769, 3.534, 3.576)  -0.95
O (2.926, 2.408, -0.551)  -0.52
C (2.524, 2.128, -1.879)  -0.26
C (-2.251, 2.922, -0.818)  0.49
F (-1.402, 3.521, -1.654)  -0.31
C (-3.599, 3.101, -1.062)  -0.42
C (-4.548, 2.386, -0.340)  0.44
O (-5.867, 2.506, -0.556)  -0.48
C (-6.307, 3.471, -1.496)  -0.26
H (-4.647, -1.984, 3.248)  0.19
H (-5.746, -0.625, 3.623)  0.19
H (-6.074, -1.659, 2.223)  0.20
H (-2.418, 0.634, 1.610)  0.23
H (-0.209, 0.870, 0.654)  0.40
H (1.880, 0.875, 0.317)  0.15
H (2.709, 3.395, 1.829)  0.26
H (1.856, 2.025, 2.545)  0.21
H (3.838, 0.533, 2.025)  0.23
H (4.634, 1.899, 1.232)  0.27
H (4.174, 1.754, 5.734)  0.26
H (2.714, 2.072, 4.762)  0.24
H (3.511, 0.455, 4.707)  0.24
H (3.334, 2.445, -2.530)  0.20
H (2.352, 1.054, -2.017)  0.16
H (1.617, 2.678, -2.143)  0.19
H (-3.874, 3.770, -1.862)  0.24
H (-7.391, 3.447, -1.457)  0.21
H (-5.955, 4.470, -1.231)  0.18
H (-5.976, 3.221, -2.508)  0.18

Cartesian forces (eV/Å) of the 6 atoms listed first:
0.0051 -0.0152 0.0135
-0.0069 0.0129 0.0026
0.0298 -0.0417 -0.0351
-0.0360 0.0222 0.0170
0.0121 0.0143 0.0049
-0.0043 0.2483 0.2893

Computed properties:
* largest force on an atom: 0.445 eV/A
* ΔE to the lowest compared entry with this formula, charge and spin: 26.53 kJ/mol
* Kohn-Sham gap: 8.9 eV
* net charge: 0
* LUMO energy: 0.2 eV
* spin multiplicity: 1

---

The following is a DFT calculation (wB97M-V/def2-TZVPD) of a molecular structure, C20H15ClIrN2O7S at a distorted geometry.

Last column: natural (NBO) charge in e.
CARTESIAN COORDINATES (ANGSTROEM)
Ir (-1.931, -0.351, -1.895)  1.21
S (-0.694, -2.647, -2.174)  -0.03
C (0.561, -1.714, -2.895)  0.05
C (1.729, -2.266, -3.437)  -0.27
C (2.633, -1.435, -4.056)  -0.14
C (2.371, -0.067, -4.127)  -0.29
C (1.206, 0.403, -3.549)  0.07
N (0.342, -0.391, -2.935)  -0.45
H (1.884, -3.331, -3.359)  0.23
H (3.535, -1.843, -4.489)  0.21
H (3.054, 0.618, -4.608)  0.22
H (0.946, 1.451, -3.583)  0.22
O (-0.226, -0.493, -0.021)  -0.74
C (-0.330, 0.397, 1.058)  0.02
C (-1.867, 1.092, 1.017)  0.81
O (-2.255, 1.496, 2.085)  -0.67
O (-2.310, 1.138, -0.129)  -0.78
C (0.512, 1.617, 0.888)  0.07
C (1.153, 1.893, -0.315)  -0.24
C (1.904, 3.045, -0.457)  -0.20
C (2.027, 3.936, 0.596)  -0.24
C (1.379, 3.676, 1.794)  -0.22
C (0.616, 2.534, 1.937)  -0.22
C (-0.126, -0.334, 2.357)  0.06
C (1.075, -0.227, 3.053)  -0.24
C (1.267, -0.937, 4.224)  -0.21
C (0.262, -1.754, 4.714)  -0.23
C (-0.912, -1.903, 3.996)  -0.21
C (-1.104, -1.209, 2.815)  -0.21
H (-0.744, -1.283, 0.204)  0.52
H (1.056, 1.193, -1.127)  0.22
H (2.393, 3.249, -1.399)  0.20
H (2.621, 4.832, 0.483)  0.20
H (1.463, 4.377, 2.615)  0.20
H (0.082, 2.338, 2.855)  0.24
H (1.868, 0.404, 2.677)  0.22
H (2.209, -0.851, 4.749)  0.20
H (0.399, -2.272, 5.652)  0.20
H (-1.686, -2.565, 4.355)  0.21
H (-2.015, -1.345, 2.249)  0.24
N (-2.417, 0.722, -4.897)  -0.48
C (-2.323, 0.400, -3.794)  0.06
O (-5.134, -2.101, 0.093)  -0.81
Cl (-3.941, -2.334, -0.621)  2.60
O (-3.681, -3.718, -0.729)  -0.83
O (-4.021, -1.738, -1.927)  -0.84
O (-2.830, -1.704, 0.056)  -0.92

Cartesian forces (eV/Å) of the 6 atoms listed first:
1.7874 -0.9800 -1.7200
-1.5054 1.4877 -0.3845
0.2680 0.2064 -0.0545
-0.1317 0.1239 0.1134
-0.0653 0.1707 0.0651
-0.1005 -0.1027 0.1087

Computed properties:
* largest force on an atom: 3.771 eV/A
* ΔE to the lowest compared entry with this formula, charge and spin: 480.68 kJ/mol
* Kohn-Sham gap (alpha / beta): 6.1 / 6.3 eV
* net charge: -1
* LUMO energy (alpha / beta): 0.5 / 0.7 eV
* spin multiplicity: 1

---

The following is a DFT calculation (wB97M-V/def2-TZVPD) of a single C2H3NOS2 molecule at a distorted geometry.

Last column: natural (NBO) charge in e.
CARTESIAN COORDINATES (ANGSTROEM)
C (1.064, 1.101, 0.390)  -0.12
C (-1.334, -0.811, -0.428)  0.01
H (1.872, 1.263, 1.067)  0.21
H (1.432, -0.932, 0.483)  0.40
H (-1.518, -0.679, 0.613)  0.18
N (0.803, -0.202, 0.219)  -0.30
O (-0.043, -0.689, -0.767)  -0.33
S (0.148, 2.330, -0.143)  -0.08
S (-2.424, -1.381, -1.433)  0.03

Cartesian forces (eV/Å) of the 6 atoms listed first:
-1.3680 0.3301 -0.3162
-0.1278 -0.7498 0.1555
0.7676 -0.1102 0.3761
0.4705 -0.1437 0.1757
-0.0720 0.5621 0.8398
-0.1518 -0.6470 0.1876

Computed properties:
* largest force on an atom: 1.442 eV/A
* ΔE to the lowest compared entry with this formula, charge and spin: 276.69 kJ/mol
* Kohn-Sham gap: 9.1 eV
* net charge: 0
* LUMO energy: 0.1 eV
* spin multiplicity: 1

---

The following is a DFT calculation (wB97M-V/def2-TZVPD) of a molecular structure, C37H28F3N6O2Ta at a distorted geometry.

Last column: Löwdin charge in e.
CARTESIAN COORDINATES (ANGSTROEM)
Ta (1.631, -0.325, -1.562)  1.87
C (2.681, 2.577, -4.769)  -0.03
C (2.617, 1.464, -3.952)  -0.03
N (1.785, 1.394, -2.889)  -0.03
C (1.001, 2.477, -2.650)  -0.15
C (1.083, 3.589, -3.486)  0.01
N (1.916, 3.669, -4.557)  0.16
C (0.117, 2.347, -1.483)  -0.18
C (-0.776, 3.324, -1.038)  0.10
C (-1.586, 3.111, 0.092)  -0.06
C (-1.428, 1.864, 0.725)  0.10
C (-0.521, 0.917, 0.244)  -0.15
N (0.237, 1.163, -0.845)  -0.08
C (-0.290, -0.409, 0.841)  -0.19
C (-0.938, -0.913, 1.967)  -0.01
N (-0.698, -2.145, 2.490)  0.14
C (0.232, -2.872, 1.835)  -0.04
C (0.887, -2.392, 0.717)  -0.09
N (0.641, -1.166, 0.205)  -0.13
C (-2.555, 4.144, 0.591)  -0.15
C (-3.366, 3.935, 1.721)  0.00
C (-4.250, 4.921, 2.148)  -0.10
N (-4.397, 6.110, 1.540)  0.10
C (-3.626, 6.320, 0.460)  -0.10
C (-2.717, 5.392, -0.038)  0.00
H (3.353, 2.619, -5.618)  0.14
H (3.233, 0.590, -4.127)  0.13
H (0.479, 4.475, -3.336)  0.13
H (-0.835, 4.255, -1.584)  0.11
H (-2.012, 1.620, 1.601)  0.11
H (-1.687, -0.349, 2.509)  0.13
H (0.440, -3.857, 2.235)  0.13
H (1.633, -2.980, 0.195)  0.11
H (-3.343, 3.020, 2.300)  0.11
H (-4.879, 4.766, 3.020)  0.12
H (-3.757, 7.286, -0.021)  0.12
H (-2.156, 5.684, -0.916)  0.10
C (2.129, -0.218, 4.758)  -0.03
C (2.761, -0.234, 3.399)  -0.25
C (3.706, -1.205, 3.057)  0.03
C (4.281, -1.238, 1.774)  -0.18
C (5.297, -2.303, 1.457)  -0.02
C (3.917, -0.264, 0.813)  -0.08
C (2.962, 0.722, 1.161)  -0.22
C (2.528, 1.769, 0.171)  -0.03
C (2.387, 0.715, 2.443)  -0.01
C (4.539, -0.278, -0.571)  -0.55
O (5.809, -0.240, -0.633)  0.09
O (3.744, -0.325, -1.562)  -0.19
H (2.623, -0.919, 5.439)  0.09
H (1.074, -0.501, 4.685)  0.08
H (2.204, 0.780, 5.200)  0.10
H (4.001, -1.951, 3.790)  0.13
H (5.265, -3.112, 2.194)  0.09
H (6.306, -1.879, 1.467)  0.11
H (5.096, -2.759, 0.482)  0.09
H (3.391, 2.213, -0.336)  0.13
H (2.001, 2.590, 0.670)  0.13
H (1.847, 1.334, -0.568)  -0.04
H (1.642, 1.465, 2.697)  0.13
F (-5.567, -6.958, -2.055)  0.13
C (-5.786, -5.709, -1.559)  -0.53
F (-6.801, -5.185, -2.300)  0.14
F (-6.290, -5.887, -0.306)  0.14
C (-4.556, -4.832, -1.566)  -0.08
C (-4.633, -3.514, -1.088)  0.02
C (-3.504, -2.690, -1.087)  -0.01
C (-2.281, -3.172, -1.564)  -0.23
C (-2.195, -4.484, -2.041)  0.01
C (-3.325, -5.309, -2.042)  0.03
C (-1.121, -2.327, -1.563)  -0.03
C (-0.156, -1.624, -1.562)  -0.17
H (-5.579, -3.124, -0.713)  0.14
H (-3.587, -1.671, -0.712)  0.12
H (-1.250, -4.875, -2.416)  0.13
H (-3.238, -6.328, -2.418)  0.13
H (2.207, -2.098, -1.562)  0.04

Cartesian forces (eV/Å) of the 6 atoms listed first:
1.8196 -3.9875 0.9743
-0.5493 1.1767 -0.0751
-0.0174 -0.7410 0.4914
-0.1574 0.8408 -1.3319
0.0203 0.1272 -0.2624
0.7208 0.2624 -0.9631

Computed properties:
* largest force on an atom: 6.968 eV/A
* Kohn-Sham gap (alpha / beta): 5.0 / 5.0 eV
* net charge: +2
* LUMO energy (alpha / beta): -8.8 / -8.8 eV
* spin multiplicity: 1